1.
{"formula": "C28H69GaN3O", "method": "ωB97M-V with the def2-TZVPD basis set", "charge": -1, "multiplicity": 1, "species": ["C", "C", "C", "C", "C", "C", "C", "C", "C", "C", "Ga", "O", "H", "H", "H", "H", "H", "H", "H", "H", "H", "H", "H", "H", "H", "H", "H", "H", "H", "H", "H", "H", "H", "H", "H", "H", "C", "C", "N", "C", "C", "C", "C", "H", "H", "H", "H", "H", "H", "H", "H", "H", "H", "H", "H", "H", "H", "H", "C", "C", "N", "C", "C", "C", "C", "H", "H", "H", "H", "H", "H", "H", "H", "H", "H", "H", "H", "H", "H", "H", "C", "C", "N", "C", "C", "C", "C", "H", "H", "H", "H", "H", "H", "H", "H", "H", "H", "H", "H", "H", "H", "H"], "xyz": [[1.60, 5.09, -1.36], [0.92, 4.93, -2.73], [1.62, 3.91, -3.67], [0.69, 2.94, -4.44], [1.01, 1.44, -4.25], [0.34, 0.81, -3.03], [0.83, 1.40, -1.70], [0.40, 0.61, -0.47], [1.19, -0.69, -0.25], [2.72, -0.53, -0.14], [3.51, 1.18, 0.67], [5.28, 0.74, 1.18], [1.20, 4.40, -0.62], [2.67, 4.89, -1.42], [1.47, 6.11, -0.97], [0.88, 5.90, -3.23], [-0.12, 4.62, -2.59], [2.22, 4.47, -4.40], [2.34, 3.34, -3.08], [-0.35, 3.12, -4.15], [0.75, 3.17, -5.51], [0.71, 0.89, -5.15], [2.10, 1.32, -4.17], [0.51, -0.27, -3.04], [-0.74, 0.97, -3.11], [1.92, 1.48, -1.71], [0.45, 2.42, -1.62], [0.49, 1.23, 0.42], [-0.67, 0.36, -0.57], [0.83, -1.13, 0.69], [0.93, -1.41, -1.04], [3.09, -1.33, 0.52], [3.20, -0.71, -1.11], [3.60, 2.39, -0.41], [2.76, 1.63, 2.03], [5.75, 0.41, 0.42], [-0.98, -4.18, 0.07], [0.01, -4.14, 1.22], [-0.63, -3.91, 2.51], [0.29, -3.49, 3.55], [1.36, -4.49, 4.00], [-1.66, -4.86, 2.88], [-1.27, -6.35, 2.93], [-1.61, -3.29, 0.08], [-0.44, -4.21, -0.88], [-1.63, -5.06, 0.10], [0.70, -3.32, 1.05], [0.62, -5.06, 1.21], [-0.31, -3.20, 4.42], [0.79, -2.59, 3.19], [0.95, -5.32, 4.57], [2.09, -3.98, 4.63], [1.91, -4.90, 3.14], [-2.49, -4.75, 2.19], [-2.04, -4.56, 3.86], [-0.76, -6.65, 2.01], [-2.17, -6.96, 3.02], [-0.62, -6.58, 3.77], [1.56, 4.52, 3.25], [2.35, 5.81, 3.41], [1.51, 6.98, 3.63], [2.20, 8.24, 3.46], [3.34, 8.58, 4.43], [0.60, 6.89, 4.76], [1.20, 6.59, 6.14], [0.79, 4.64, 2.49], [2.23, 3.72, 2.94], [1.08, 4.21, 4.18], [2.91, 5.99, 2.49], [3.10, 5.67, 4.20], [1.45, 9.04, 3.50], [2.60, 8.25, 2.44], [2.98, 8.81, 5.43], [3.89, 9.45, 4.06], [4.05, 7.75, 4.51], [-0.14, 6.12, 4.54], [0.04, 7.83, 4.80], [1.87, 5.74, 6.10], [0.40, 6.35, 6.85], [1.75, 7.44, 6.55], [-4.73, -4.76, -1.47], [-3.94, -4.48, -2.74], [-3.52, -5.69, -3.42], [-2.49, -5.47, -4.42], [-2.84, -4.62, -5.64], [-4.59, -6.61, -3.78], [-5.73, -6.07, -4.65], [-4.18, -5.44, -0.82], [-4.88, -3.82, -0.93], [-5.71, -5.18, -1.67], [-3.04, -3.93, -2.48], [-4.53, -3.81, -3.39], [-2.14, -6.46, -4.76], [-1.64, -5.01, -3.90], [-3.51, -5.13, -6.33], [-1.93, -4.38, -6.20], [-3.30, -3.67, -5.35], [-5.02, -7.01, -2.86], [-4.12, -7.46, -4.29], [-6.13, -5.14, -4.25], [-6.55, -6.80, -4.67], [-5.43, -5.89, -5.68]]}

2.
{"formula": "C28H69N4O9", "method": "ωB97M-V with the def2-TZVPD basis set", "charge": 3, "multiplicity": 1, "species": ["C", "O", "C", "C", "N", "H", "H", "C", "C", "O", "C", "H", "H", "H", "H", "H", "H", "H", "H", "H", "H", "H", "H", "H", "H", "C", "O", "C", "C", "N", "H", "H", "C", "C", "O", "C", "H", "H", "H", "H", "H", "H", "H", "H", "H", "H", "H", "H", "H", "H", "C", "O", "C", "C", "N", "H", "H", "C", "C", "O", "C", "H", "H", "H", "H", "H", "H", "H", "H", "H", "H", "H", "H", "H", "H", "C", "C", "C", "C", "N", "C", "C", "C", "C", "C", "H", "H", "H", "H", "H", "H", "H", "H", "H", "H", "H", "H", "H", "H", "H", "H", "H", "H", "H", "H", "O", "C", "O", "O", "H"], "xyz": [[6.87, 7.05, 10.98], [8.12, 7.52, 11.54], [8.34, 6.85, 12.80], [9.75, 7.16, 13.26], [10.68, 6.72, 12.20], [10.71, 5.68, 12.13], [10.24, 6.97, 11.33], [12.10, 7.21, 12.12], [12.51, 7.32, 10.64], [11.30, 7.86, 10.08], [11.49, 8.13, 8.68], [6.81, 5.98, 11.06], [6.86, 7.39, 9.94], [6.02, 7.45, 11.56], [8.02, 5.82, 12.71], [7.72, 7.27, 13.59], [10.08, 6.63, 14.16], [9.98, 8.18, 13.42], [12.71, 6.50, 12.70], [12.23, 8.19, 12.66], [12.84, 6.42, 10.12], [13.30, 8.04, 10.64], [12.51, 8.56, 8.50], [10.70, 8.86, 8.46], [11.42, 7.23, 8.10], [14.57, 11.94, 18.07], [14.93, 12.27, 16.71], [13.70, 12.46, 15.92], [14.17, 13.09, 14.68], [14.87, 14.36, 14.99], [14.86, 14.48, 15.99], [15.84, 14.18, 14.71], [14.35, 15.66, 14.43], [13.24, 16.03, 15.34], [13.70, 16.06, 16.62], [13.22, 17.06, 17.49], [15.44, 11.93, 18.72], [14.10, 10.94, 18.09], [13.90, 12.69, 18.47], [12.95, 13.14, 16.44], [13.15, 11.53, 15.71], [13.36, 13.39, 14.02], [14.84, 12.38, 14.13], [14.13, 15.47, 13.40], [15.18, 16.40, 14.48], [12.34, 15.40, 15.21], [12.97, 17.02, 15.08], [13.85, 17.01, 18.39], [12.13, 16.91, 17.69], [13.28, 18.06, 17.01], [7.23, 7.54, 17.74], [8.63, 7.13, 17.83], [9.19, 7.44, 19.14], [9.43, 8.87, 19.49], [10.43, 9.40, 18.53], [10.94, 8.58, 18.09], [9.98, 9.87, 17.73], [11.49, 10.26, 19.16], [12.24, 9.42, 20.14], [12.41, 8.13, 19.44], [13.53, 7.48, 20.09], [6.73, 7.12, 18.62], [6.85, 7.09, 16.86], [7.11, 8.61, 17.77], [10.17, 6.97, 19.12], [8.51, 7.02, 19.94], [9.81, 8.96, 20.47], [8.50, 9.53, 19.41], [11.00, 11.10, 19.66], [12.16, 10.62, 18.37], [11.71, 9.18, 21.05], [13.20, 9.92, 20.32], [13.47, 6.44, 19.78], [13.26, 7.56, 21.18], [14.48, 8.01, 19.94], [8.08, 10.76, 8.70], [8.78, 11.58, 9.86], [7.84, 11.80, 11.06], [8.44, 12.73, 12.19], [7.49, 12.87, 13.41], [8.18, 13.49, 14.61], [7.24, 13.19, 15.79], [6.49, 11.91, 15.39], [6.95, 11.54, 13.94], [6.34, 13.80, 12.99], [7.32, 11.38, 8.16], [7.45, 9.90, 9.01], [8.79, 10.46, 7.95], [9.09, 12.48, 9.30], [9.65, 11.08, 10.27], [7.62, 10.82, 11.50], [6.91, 12.22, 10.77], [8.60, 13.77, 11.77], [9.39, 12.30, 12.49], [8.42, 14.54, 14.41], [9.10, 12.92, 14.73], [6.51, 14.04, 15.94], [7.78, 13.09, 16.75], [5.41, 11.95, 15.35], [6.69, 11.05, 16.05], [6.13, 11.20, 13.28], [7.75, 10.86, 14.04], [6.79, 14.66, 12.48], [5.93, 14.24, 13.87], [5.62, 13.34, 12.35], [11.45, 9.38, 15.92], [10.46, 10.23, 15.24], [10.56, 10.17, 14.01], [9.67, 10.75, 16.09], [12.03, 9.00, 15.29]]}

3.
{"formula": "C28H70BClNO10", "method": "ωB97M-V with the def2-TZVPD basis set", "de_lowest_kj_mol": 385.6, "charge": -1, "multiplicity": 1, "species": ["C", "C", "C", "Cl", "B", "N", "C", "C", "C", "C", "C", "H", "H", "H", "H", "H", "H", "H", "H", "H", "H", "H", "H", "H", "H", "H", "H", "H", "H", "H", "H", "C", "O", "C", "C", "O", "C", "H", "H", "H", "H", "H", "H", "H", "H", "H", "H", "C", "O", "C", "C", "O", "C", "H", "H", "H", "H", "H", "H", "H", "H", "H", "H", "C", "O", "C", "C", "O", "C", "H", "H", "H", "H", "H", "H", "H", "H", "H", "H", "C", "O", "C", "C", "O", "C", "H", "H", "H", "H", "H", "H", "H", "H", "H", "H", "C", "O", "C", "C", "O", "C", "H", "H", "H", "H", "H", "H", "H", "H", "H", "H"], "xyz": [[-3.33, 0.88, 0.25], [-2.12, -0.10, -0.29], [-0.65, 0.21, 0.38], [0.41, -1.32, 0.04], [0.11, 1.55, -0.19], [-0.73, 2.82, -0.15], [1.54, 1.89, 0.61], [2.80, 1.36, -0.30], [4.00, 0.61, 0.55], [5.20, 1.63, 1.05], [4.71, -0.44, -0.54], [-4.37, 0.49, -0.19], [-3.24, 2.00, -0.11], [-3.29, 0.84, 1.43], [-2.07, -0.12, -1.48], [-2.43, -1.21, 0.02], [-0.79, 0.21, 1.55], [0.41, 1.38, -1.33], [-0.49, 3.45, 0.65], [-0.66, 3.32, -1.08], [1.54, 1.51, 1.72], [1.66, 3.08, 0.67], [3.28, 2.24, -0.95], [2.41, 0.54, -1.08], [3.62, -0.02, 1.46], [5.32, 1.49, 2.22], [6.21, 1.27, 0.55], [5.04, 2.75, 0.73], [5.08, 0.24, -1.44], [3.90, -1.16, -1.00], [5.65, -0.99, -0.09], [-5.37, 4.72, -5.14], [-5.47, 3.86, -4.01], [-4.68, 2.68, -4.15], [-3.39, 2.77, -3.33], [-2.51, 3.77, -3.86], [-2.53, 4.97, -3.09], [-5.84, 5.67, -4.88], [-4.33, 4.91, -5.41], [-5.91, 4.28, -5.98], [-4.46, 2.49, -5.21], [-5.27, 1.84, -3.78], [-2.86, 1.82, -3.40], [-3.61, 2.96, -2.28], [-2.02, 4.80, -2.14], [-3.55, 5.32, -2.92], [-1.99, 5.74, -3.65], [7.57, -1.35, -6.31], [6.16, -1.44, -6.38], [5.57, -1.76, -5.12], [4.95, -0.53, -4.45], [5.96, 0.40, -4.06], [6.06, 1.51, -4.95], [7.94, -0.92, -7.25], [7.90, -0.72, -5.48], [8.00, -2.35, -6.20], [6.31, -2.24, -4.46], [4.78, -2.49, -5.31], [4.44, -0.84, -3.54], [4.22, -0.06, -5.11], [5.19, 2.16, -4.83], [6.13, 1.18, -5.99], [6.96, 2.08, -4.70], [-0.10, 0.35, 6.72], [-1.28, -0.27, 7.21], [-2.46, 0.49, 6.89], [-3.23, -0.14, 5.73], [-2.49, -0.03, 4.51], [-1.86, -1.26, 4.15], [0.72, -0.36, 6.82], [-0.20, 0.62, 5.66], [0.13, 1.24, 7.31], [-2.21, 1.54, 6.68], [-3.10, 0.47, 7.78], [-4.16, 0.41, 5.59], [-3.48, -1.19, 5.94], [-2.62, -1.98, 3.81], [-1.30, -1.69, 4.98], [-1.18, -1.06, 3.32], [4.40, -3.77, 1.90], [5.10, -3.89, 0.67], [6.46, -4.32, 0.87], [6.62, -5.80, 0.52], [5.94, -6.64, 1.46], [4.71, -7.14, 0.94], [3.34, -3.64, 1.68], [4.51, -4.67, 2.52], [4.76, -2.90, 2.45], [6.79, -4.12, 1.89], [7.08, -3.73, 0.18], [7.69, -6.06, 0.59], [6.29, -6.01, -0.50], [4.91, -7.90, 0.18], [4.10, -6.34, 0.51], [4.15, -7.60, 1.76], [-6.34, -0.27, 2.69], [-7.49, -1.09, 2.60], [-8.62, -0.51, 3.27], [-9.60, 0.10, 2.28], [-9.04, 1.26, 1.64], [-8.60, 0.98, 0.32], [-5.58, -0.66, 2.00], [-6.55, 0.77, 2.41], [-5.94, -0.30, 3.71], [-8.30, 0.22, 4.02], [-9.12, -1.33, 3.80], [-10.49, 0.44, 2.82], [-9.93, -0.63, 1.53], [-9.47, 0.85, -0.34], [-7.97, 0.09, 0.28], [-8.02, 1.84, -0.04]]}

4.
{"formula": "C28H70NO19S7", "method": "ωB97M-V with the def2-TZVPD basis set", "charge": -1, "multiplicity": 1, "species": ["C", "C", "C", "C", "C", "C", "C", "O", "N", "C", "C", "C", "S", "H", "H", "H", "H", "H", "H", "H", "H", "H", "H", "H", "H", "H", "H", "H", "H", "H", "H", "H", "H", "H", "H", "O", "S", "O", "O", "C", "C", "C", "H", "H", "H", "H", "H", "H", "H", "H", "O", "S", "O", "O", "C", "C", "C", "H", "H", "H", "H", "H", "H", "H", "H", "O", "S", "O", "O", "C", "C", "C", "H", "H", "H", "H", "H", "H", "H", "H", "O", "S", "O", "O", "C", "C", "C", "H", "H", "H", "H", "H", "H", "H", "H", "O", "S", "O", "O", "C", "C", "C", "H", "H", "H", "H", "H", "H", "H", "H", "O", "S", "O", "O", "C", "C", "C", "H", "H", "H", "H", "H", "H", "H", "H"], "xyz": [[1.30, -2.23, -0.84], [0.62, -2.83, -2.25], [0.97, -1.70, -3.41], [-1.00, -2.88, -1.99], [-1.82, -3.96, -2.91], [-1.82, -3.59, -4.53], [-3.39, -4.15, -2.37], [-4.26, -3.08, -2.87], [-5.03, -2.54, -1.91], [-4.35, -1.39, -1.20], [-4.39, 0.04, -2.00], [-3.66, 0.03, -3.47], [-3.22, 1.77, -4.10], [0.74, -1.21, -0.58], [2.43, -1.90, -1.04], [1.18, -2.94, 0.07], [1.05, -3.89, -2.47], [1.21, -2.30, -4.40], [1.86, -1.06, -3.00], [0.05, -0.97, -3.60], [-1.42, -1.78, -2.16], [-1.24, -3.13, -0.84], [-1.31, -5.04, -2.86], [-2.14, -4.56, -5.15], [-2.54, -2.69, -4.79], [-0.75, -3.30, -4.93], [-3.46, -4.34, -1.22], [-3.77, -5.16, -2.89], [-4.96, -1.22, -0.19], [-3.26, -1.71, -0.84], [-5.52, 0.37, -2.07], [-3.79, 0.84, -1.34], [-4.41, -0.41, -4.28], [-2.68, -0.62, -3.52], [-3.37, 1.74, -5.51], [0.99, -6.53, -2.56], [0.88, -7.50, -3.63], [-0.37, -7.76, -4.31], [1.49, -8.92, -3.11], [0.98, -9.49, -1.91], [-0.38, -10.13, -2.14], [2.13, -7.16, -4.84], [0.93, -8.74, -1.11], [1.69, -10.26, -1.59], [-1.13, -9.38, -2.38], [-0.71, -10.67, -1.25], [-0.33, -10.83, -2.98], [3.09, -7.01, -4.34], [1.84, -6.25, -5.38], [2.18, -8.00, -5.54], [-1.75, 5.73, 1.50], [-1.10, 5.94, 0.23], [-1.46, 7.03, -0.66], [-1.15, 4.55, -0.62], [-2.40, 3.92, -0.84], [-3.19, 4.63, -1.93], [0.66, 5.98, 0.48], [-2.98, 3.86, 0.09], [-2.20, 2.89, -1.16], [-3.49, 5.63, -1.61], [-4.10, 4.07, -2.17], [-2.59, 4.75, -2.83], [0.95, 5.14, 1.11], [0.90, 6.92, 0.98], [1.16, 5.94, -0.49], [5.09, -1.65, -1.46], [5.80, -2.11, -2.63], [6.32, -3.46, -2.73], [7.00, -1.06, -2.97], [7.94, -0.75, -1.95], [8.95, -1.87, -1.77], [4.81, -1.79, -4.07], [7.44, -0.52, -1.01], [8.47, 0.15, -2.27], [8.47, -2.77, -1.37], [9.74, -1.57, -1.08], [9.40, -2.15, -2.73], [4.45, -0.76, -4.02], [3.97, -2.48, -4.06], [5.42, -1.95, -4.96], [-1.40, -2.47, 1.49], [-2.06, -2.97, 2.68], [-3.35, -2.47, 3.11], [-1.02, -2.90, 3.94], [-0.41, -1.66, 4.24], [-1.37, -0.73, 4.96], [-2.16, -4.74, 2.57], [0.00, -1.19, 3.34], [0.44, -1.87, 4.91], [-2.18, -0.42, 4.30], [-0.85, 0.18, 5.30], [-1.82, -1.22, 5.82], [-1.18, -5.13, 2.29], [-2.90, -4.99, 1.81], [-2.48, -5.13, 3.54], [5.41, 4.70, 3.17], [4.28, 3.80, 3.15], [2.97, 4.21, 2.67], [4.11, 3.12, 4.62], [3.99, 3.97, 5.75], [2.60, 4.58, 5.85], [4.75, 2.32, 2.28], [4.76, 4.75, 5.74], [4.17, 3.36, 6.64], [2.42, 5.27, 5.02], [2.48, 5.13, 6.79], [1.83, 3.80, 5.79], [5.71, 1.98, 2.66], [4.83, 2.57, 1.22], [3.97, 1.57, 2.42], [-4.55, 10.18, 6.01], [-4.84, 8.87, 5.48], [-4.30, 7.66, 6.07], [-4.53, 8.85, 3.88], [-3.24, 9.25, 3.44], [-2.21, 8.16, 3.67], [-6.61, 8.68, 5.36], [-2.93, 10.19, 3.92], [-3.31, 9.44, 2.37], [-2.04, 7.99, 4.74], [-1.25, 8.42, 3.22], [-2.55, 7.21, 3.25], [-7.02, 9.56, 4.87], [-7.00, 8.58, 6.37], [-6.83, 7.77, 4.79]]}

| no. | highest occupied orbital energy (eV) |
| --- | --- |
| 1 | -4.54 |
| 2 | -16.35 |
| 3 | -4.00 |
| 4 | -1.63 |